# C11H17N2

An isolated ion of composition C11H17N2 and charge +1 (ωB97M-V with the def2-TZVPD basis set, the OMol25 dataset).

The geometry in ORCA input format:
```
! wB97M-V def2-TZVPD RIJCOSX def2/J DEFGRID3
* xyz 1 1
C -1.857 -2.080 -2.502
C -1.142 -1.492 -1.382
C -0.487 -2.179 -0.418
C 0.206 -1.516 0.696
C 1.560 -0.968 0.589
C 2.457 -1.273 1.745
C 0.550 0.133 0.496
N 0.292 1.107 1.514
C -0.015 2.246 0.883
C -0.421 3.520 1.435
N 0.039 2.083 -0.425
C 0.217 0.724 -0.841
C -1.133 0.023 -1.383
H -2.522 -1.277 -3.005
H -2.520 -2.962 -2.282
H -0.969 -2.360 -3.113
H -0.273 -3.199 -0.610
H 0.052 -1.850 1.662
H 2.004 -1.041 -0.393
H 1.913 -0.751 2.508
H 3.459 -0.889 1.458
H 2.364 -2.322 1.860
H 0.141 0.785 2.467
H 0.483 4.216 1.294
H -0.512 3.383 2.494
H -1.395 3.885 1.068
H -0.289 2.890 -1.068
H 1.074 0.564 -1.622
H -1.271 0.347 -2.383
H -2.003 0.254 -0.744
*
```

Calculated values
Relative energy (zero: lowest compared OMol25 entry of this formula, charge and spin) ... 251.1 kJ/mol
Kohn-Sham gap ... 8.9 eV

# C11H17N3O5S

An isolated ion of composition C11H17N3O5S and charge -2 (ωB97M-V with the def2-TZVPD basis set, the OMol25 dataset).

The geometry in ORCA input format:
```
! wB97M-V def2-TZVPD RIJCOSX def2/J DEFGRID3
* xyz -2 1
C 2.542 -1.716 -4.341
N 2.122 -1.906 -2.993
C 1.696 -1.026 -2.114
O 1.731 0.184 -2.384
C 1.158 -1.628 -0.783
C 0.163 -2.790 -0.985
S 0.880 -4.370 -1.636
N 0.548 -0.628 0.127
C 1.182 0.363 0.774
O 2.401 0.565 0.748
C 0.331 1.241 1.701
C 0.151 2.707 1.207
C -0.848 2.947 0.064
C -2.280 3.104 0.570
O -2.653 4.195 1.067
O -2.985 2.084 0.462
N -1.011 0.690 1.994
C -1.353 -0.078 3.024
C -2.801 -0.448 3.063
O -0.607 -0.551 3.844
H 2.005 -0.854 -4.805
H 3.636 -1.604 -4.423
H 2.270 -2.578 -4.923
H 1.885 -2.855 -2.689
H 2.007 -2.032 -0.235
H -0.583 -2.459 -1.716
H -0.334 -3.035 -0.040
H -0.451 -0.688 0.279
H 0.866 1.348 2.652
H -0.132 3.353 2.062
H 1.170 3.000 0.841
H -0.862 2.120 -0.622
H -0.523 3.843 -0.467
H -1.765 1.072 1.433
H -3.014 -1.094 3.923
H -3.094 -0.933 2.157
H -3.449 0.459 3.166
*
```

Calculated values
Kohn-Sham gap ... 6.7 eV

# C11H17NO

One molecule with the formula C11H17NO (ωB97M-V with the def2-TZVPD basis set, the OMol25 dataset).

The geometry in ORCA input format:
```
! wB97M-V def2-TZVPD RIJCOSX def2/J DEFGRID3
* xyz 0 1
C -0.377 -0.831 1.539
C -1.060 0.230 0.676
C -0.168 0.750 -0.504
O -0.268 2.159 -0.622
C 1.285 0.399 -0.332
C 1.798 -0.763 -0.895
C 3.127 -1.102 -0.718
C 3.961 -0.277 0.017
C 3.460 0.888 0.572
C 2.129 1.223 0.402
N -2.380 -0.236 0.271
C -2.414 -1.423 -0.553
C -3.239 0.796 -0.266
H 0.445 -0.386 2.091
H 0.023 -1.646 0.943
H -1.103 -1.227 2.245
H -1.239 1.100 1.322
H -0.522 0.281 -1.436
H -1.192 2.395 -0.749
H 1.152 -1.406 -1.478
H 3.513 -2.009 -1.160
H 5.001 -0.540 0.151
H 4.108 1.537 1.140
H 1.733 2.134 0.824
H -1.801 -2.201 -0.108
H -3.444 -1.780 -0.594
H -2.075 -1.254 -1.587
H -3.227 1.662 0.396
H -4.259 0.411 -0.303
H -2.967 1.115 -1.285
*
```

Calculated values
Relative energy (zero: lowest compared OMol25 entry of this formula, charge and spin) ... 32.7 kJ/mol
Kohn-Sham gap ... 9.2 eV

# C11H17NO2

One molecule with the formula C11H17NO2 (ωB97M-V with the def2-TZVPD basis set, the OMol25 dataset).

The geometry in ORCA input format:
```
! wB97M-V def2-TZVPD RIJCOSX def2/J DEFGRID3
* xyz 0 1
C -1.583 0.179 0.567
C -0.274 -0.162 0.818
C 2.122 0.168 0.710
C -0.812 1.704 -1.213
C 0.853 0.682 0.446
C -2.064 1.339 -0.349
C 0.004 -1.484 1.409
C -3.133 0.721 -1.388
C -2.557 2.674 0.215
C 2.291 -1.132 -1.369
C 3.810 -1.497 0.586
N 2.733 -0.709 0.018
O -0.818 2.572 -2.037
O 0.930 2.043 0.703
H -2.389 -0.617 0.743
H -0.885 -2.032 1.454
H 0.301 -1.198 2.546
H 0.832 -2.135 1.038
H -3.494 1.536 -2.182
H -3.972 0.396 -0.772
H -2.619 -0.162 -1.845
H -3.656 2.669 0.116
H -2.115 3.558 -0.198
H -2.372 2.741 1.293
H 1.237 -1.040 -1.295
H 2.740 -0.358 -2.036
H 2.613 -2.123 -1.646
H 4.355 -1.208 1.485
H 3.338 -2.542 0.837
H 4.619 -1.674 -0.084
H 0.008 2.402 0.617
*
```

Calculated values
Relative energy (zero: lowest compared OMol25 entry of this formula, charge and spin) ... 727.3 kJ/mol
Kohn-Sham gap (spin up / spin down) ... 6.6 / 7.6 eV

# C11H17NO2

One molecule with the formula C11H17NO2 (ωB97M-V with the def2-TZVPD basis set, the OMol25 dataset).

The geometry in ORCA input format:
```
! wB97M-V def2-TZVPD RIJCOSX def2/J DEFGRID3
* xyz 0 1
C -1.605 0.975 -2.183
N -2.668 1.709 -1.463
C -3.152 0.978 -0.399
C -2.270 1.220 0.881
C -0.852 0.666 0.894
C 0.075 1.552 0.270
C 1.376 1.158 -0.040
C 1.742 -0.147 0.174
O 3.151 -0.328 0.047
C 3.311 -1.416 -0.996
C 0.809 -0.989 0.758
O 1.261 -2.254 1.048
C 1.787 -2.465 2.280
C -0.524 -0.647 1.103
H -0.670 0.929 -1.468
H -1.907 -0.042 -2.834
H -1.003 1.682 -2.843
H -3.261 2.138 -2.079
H -4.223 1.428 -0.278
H -3.057 -0.130 -0.815
H -2.810 0.934 1.992
H -2.258 2.384 0.556
H -0.249 2.546 -0.120
H 2.073 2.017 -0.323
H 3.111 -0.990 -1.973
H 4.468 -1.461 -0.810
H 2.675 -2.392 -0.844
H 1.121 -2.295 3.116
H 2.658 -1.770 2.297
H 2.005 -3.582 2.312
H -1.113 -1.409 1.738
*
```

Calculated values
Relative energy (zero: lowest compared OMol25 entry of this formula, charge and spin) ... 579.7 kJ/mol
Kohn-Sham gap ... 9.2 eV

# C11H17NOSi

A 2-piece molecular cluster, C11H17NOSi overall (ωB97M-V with the def2-TZVPD basis set, the OMol25 dataset).

The geometry in ORCA input format:
```
! wB97M-V def2-TZVPD RIJCOSX def2/J DEFGRID3
* xyz 0 1
C 0.690 -0.068 3.742
C -0.194 -1.056 3.246
C 1.441 0.721 2.846
C -0.342 -1.269 1.898
C 1.261 0.588 1.484
C 0.261 -0.264 1.013
C -0.877 -1.437 -0.806
C -2.095 1.784 0.032
C -0.376 1.059 -3.100
C 2.286 -0.578 -2.127
C -0.140 -0.236 -0.325
N -2.108 -1.573 -0.432
O -0.380 -2.116 -1.723
Si 0.926 0.654 -1.664
H 1.032 0.059 4.781
H -0.668 -1.701 3.936
H 2.268 1.336 3.107
H -1.104 -1.981 1.612
H 1.692 1.188 0.748
H -2.905 1.358 -0.546
H -1.658 1.684 1.070
H -1.413 2.269 -0.560
H 0.046 1.875 -3.770
H -0.647 0.244 -3.757
H -1.280 1.361 -2.603
H 3.221 0.002 -2.241
H 2.368 -1.292 -1.237
H 2.030 -0.988 -3.033
H -2.480 -1.214 0.416
H -2.582 -2.336 -0.842
H 1.728 1.926 -1.163
*
```

Calculated values
Relative energy (zero: lowest compared OMol25 entry of this formula, charge and spin) ... 380.6 kJ/mol
Kohn-Sham gap (spin up / spin down) ... 7.6 / 7.7 eV

# C11H17NP

An isolated ion of composition C11H17NP and charge +1 (ωB97M-V with the def2-TZVPD basis set, the OMol25 dataset).

The geometry in ORCA input format:
```
! wB97M-V def2-TZVPD RIJCOSX def2/J DEFGRID3
* xyz 1 1
C -3.545 1.419 1.312
P -2.916 0.314 0.208
N -1.540 1.021 -0.300
C -0.327 0.714 -0.559
C 0.450 -0.305 0.133
C 0.210 -1.695 0.261
C 0.966 -2.432 1.336
C -0.550 -2.466 -0.594
C -1.349 -1.994 -1.725
C 1.661 0.271 0.781
C 1.708 1.792 0.745
C 1.640 2.294 -0.694
C 0.457 1.646 -1.441
H -4.507 1.220 1.750
H -2.942 2.188 1.765
H 2.033 -2.464 1.125
H 0.611 -3.455 1.418
H 0.826 -1.951 2.303
H -0.571 -3.530 -0.403
H -0.976 -1.070 -2.164
H -2.365 -1.779 -1.357
H -1.450 -2.761 -2.489
H 1.746 -0.083 1.812
H 2.536 -0.137 0.256
H 0.871 2.196 1.319
H 2.630 2.139 1.212
H 2.576 2.064 -1.203
H 1.522 3.376 -0.693
H 0.827 1.069 -2.292
H -0.230 2.401 -1.822
*
```

Calculated values
Relative energy (zero: lowest compared OMol25 entry of this formula, charge and spin) ... 47.9 kJ/mol
Kohn-Sham gap (spin up / spin down) ... 5.8 / 5.8 eV

# C11H17NP

A 2-piece molecular cluster, C11H17NP overall (ωB97M-V with the def2-TZVPD basis set, the OMol25 dataset).

The geometry in ORCA input format:
```
! wB97M-V def2-TZVPD RIJCOSX def2/J DEFGRID3
* xyz 1 1
C -1.886 0.449 0.180
C 0.139 -0.707 0.117
C -0.116 -0.038 -1.108
C -1.022 4.445 -0.156
C 1.375 -1.435 0.368
C 0.813 0.154 -2.311
C 2.186 -1.460 -0.913
C 2.220 -0.156 -1.752
C -0.954 -0.439 1.040
C -1.696 -1.739 1.445
C -0.578 0.256 2.371
N -1.295 0.639 -0.972
P -1.814 3.571 0.845
H -2.830 0.927 0.601
H -0.678 5.245 -0.830
H -1.616 1.265 -1.710
H 1.898 -0.860 1.085
H 1.315 -2.510 0.886
H 0.440 -0.380 -3.206
H 0.597 1.273 -2.672
H 3.151 -1.555 -0.502
H 1.914 -2.295 -1.660
H 2.894 -0.530 -2.623
H 2.401 0.673 -1.103
H -1.981 -2.363 0.540
H -2.608 -1.698 1.965
H -0.976 -2.259 2.117
H -1.475 0.491 2.859
H -0.032 1.252 2.171
H 0.216 -0.216 2.927
*
```

Calculated values
Relative energy (zero: lowest compared OMol25 entry of this formula, charge and spin) ... 128.8 kJ/mol
Kohn-Sham gap (spin up / spin down) ... 8.3 / 8.3 eV

# C11H18

A 2-piece molecular cluster, C11H18 overall (ωB97M-V with the def2-TZVPD basis set, the OMol25 dataset).

The geometry in ORCA input format:
```
! wB97M-V def2-TZVPD RIJCOSX def2/J DEFGRID3
* xyz 0 1
C -3.134 -1.094 1.508
C -1.908 -2.033 1.680
C -0.897 -1.877 0.584
C -1.128 -2.388 -0.685
C -0.211 -2.201 -1.711
C 0.888 -1.380 -1.517
C 1.122 -0.822 -0.272
C 0.323 -1.230 0.787
H -4.061 -1.671 1.552
H -3.165 -0.700 0.485
H -3.108 -0.292 2.238
H -1.410 -1.847 2.633
H -2.329 -3.039 1.660
H -2.094 -2.825 -0.913
H -0.427 -2.614 -2.686
H 1.538 -1.137 -2.347
H 1.957 -0.167 -0.060
H 0.498 -0.787 1.760
C 1.978 3.532 0.951
C 1.010 3.767 -0.184
C 1.691 3.664 -1.539
H 1.538 3.895 1.892
H 2.931 4.068 0.927
H 2.248 2.490 1.132
H 0.206 3.043 -0.063
H 0.570 4.762 -0.132
H 2.217 2.703 -1.615
H 1.046 3.763 -2.409
H 2.466 4.426 -1.615
*
```

Calculated values
Relative energy (zero: lowest compared OMol25 entry of this formula, charge and spin) ... 56.5 kJ/mol
Kohn-Sham gap ... 10.0 eV

# C11H18

C11H18 as an isolated structure (ωB97M-V with the def2-TZVPD basis set, the OMol25 dataset).

The geometry in ORCA input format:
```
! wB97M-V def2-TZVPD RIJCOSX def2/J DEFGRID3
* xyz 0 1
C 1.913 -0.040 1.467
C 0.687 0.326 2.387
C -0.357 1.365 2.012
C -1.701 1.225 2.805
C -2.810 2.156 2.311
C -0.294 0.235 -2.193
C 0.225 -0.249 -3.302
C 0.961 -1.515 -3.352
C 1.155 -2.282 -2.175
C 0.682 -1.691 -0.909
C -0.134 -0.535 -1.056
H 1.283 0.117 0.502
H 2.896 0.716 1.186
H 2.538 -1.153 1.579
H 0.887 0.430 3.404
H 0.030 -0.713 2.460
H -0.012 2.433 2.092
H -0.438 1.329 0.953
H -1.413 1.292 3.768
H -1.962 0.162 2.618
H -2.423 2.343 1.112
H -4.047 1.555 2.314
H -2.820 3.300 3.069
H -0.758 1.167 -2.189
H 0.198 0.297 -4.265
H 1.324 -1.933 -4.344
H 1.731 -3.091 -2.213
H 1.123 -2.155 0.016
H -0.101 -0.068 -0.036
*
```

Calculated values
Relative energy (zero: lowest compared OMol25 entry of this formula, charge and spin) ... 640.7 kJ/mol
Kohn-Sham gap ... 9.9 eV

# C11H18AuN3O6PTe

C11H18AuN3O6PTe as an isolated structure (ωB97M-V with the def2-TZVPD basis set, the OMol25 dataset).

The geometry in ORCA input format:
```
! wB97M-V def2-TZVPD RIJCOSX def2/J DEFGRID3
* xyz -1 1
Au -0.105 0.265 0.133
O 0.386 -2.873 -2.731
C 0.487 -1.930 -1.949
O -0.429 -1.413 -1.271
C 1.915 -1.352 -1.791
C 2.981 -1.979 -2.435
C 4.261 -1.506 -2.219
C 4.442 -0.432 -1.354
C 3.319 0.145 -0.785
N 2.095 -0.292 -1.020
H 2.760 -2.820 -3.076
H 5.107 -1.971 -2.710
H 5.429 -0.050 -1.134
H 3.394 0.992 -0.110
C -2.788 0.108 4.350
C -1.787 1.235 4.555
O -0.487 0.763 4.802
P 0.361 0.206 3.489
O -0.123 -1.130 3.102
Te 0.510 1.996 1.949
O 1.835 0.123 4.182
C 2.212 -1.090 4.791
C 2.020 -1.031 6.299
H -3.793 0.514 4.258
H -2.744 -0.573 5.198
H -2.524 -0.445 3.453
H -2.060 1.851 5.425
H -1.766 1.881 3.662
H 3.267 -1.257 4.540
H 1.616 -1.907 4.366
H 2.661 -0.259 6.727
H 2.256 -1.993 6.751
H 0.983 -0.781 6.510
N -1.204 4.326 -1.743
C -0.823 3.012 -1.584
N 0.438 2.715 -2.003
O -1.602 2.173 -1.186
H -0.503 5.041 -1.824
H -2.064 4.572 -1.280
H 1.141 3.431 -2.032
H 0.737 1.778 -1.758
*
```

Calculated values
Relative energy (zero: lowest compared OMol25 entry of this formula, charge and spin) ... 0.0 kJ/mol
Kohn-Sham gap ... 6.8 eV

# C11H18BrN3PdS

C11H18BrN3PdS as an isolated structure (ωB97M-V with the def2-TZVPD basis set, the OMol25 dataset).

The geometry in ORCA input format:
```
! wB97M-V def2-TZVPD RIJCOSX def2/J DEFGRID3
* xyz 0 1
Pd -0.017 -0.706 -0.547
C -2.120 1.553 0.392
C -1.131 2.535 -0.262
N -0.042 1.870 -0.953
C 1.306 2.323 -0.680
C 1.850 1.910 0.694
S 1.717 0.131 1.076
C 0.590 0.141 2.504
C -0.720 0.888 2.296
N -1.448 0.473 1.102
H -2.735 1.098 -0.383
H -2.785 2.133 1.045
H -0.709 3.190 0.504
H -1.705 3.187 -0.928
H -0.205 1.743 -1.939
H 1.407 3.417 -0.740
H 1.950 1.899 -1.450
H 1.365 2.470 1.496
H 2.907 2.170 0.736
H 1.108 0.534 3.381
H 0.398 -0.919 2.675
H -0.512 1.954 2.207
H -1.322 0.781 3.205
H -2.071 -0.300 1.286
Br 0.263 -5.639 0.108
C 0.261 -4.047 -0.915
C 1.450 -3.595 -1.489
C 1.405 -2.404 -2.175
N 0.270 -1.696 -2.443
C -0.881 -2.151 -1.856
C -0.895 -3.336 -1.057
H 2.379 -4.134 -1.373
H 2.309 -2.011 -2.624
H -1.811 -1.770 -2.256
H -1.825 -3.692 -0.639
*
```

Calculated values
Kohn-Sham gap ... 7.1 eV

no.,energy (eV),maximum force (eV/Å)
1,-14654.557,4.32
2,-37229.192,2.86
3,-15219.907,0.46
4,-17260.754,4.06
5,-17262.284,4.84
6,-23094.243,4.43
7,-22452.219,2.40
8,-22451.381,4.04
9,-11698.694,1.60
10,-11692.640,6.47
11,-48734.818,1.79
12,-100525.830,0.55